one) Formula: C6H9N2O
Source: OMol25
Level of theory: ωB97M-V/def2-TZVPD

Orbital gap (spin up / spin down) (eV): 6.692 / 6.693
HOMO energy (spin up / spin down) (eV): -11.498 / -11.499

Structure (ORCA input):
```
! RIJCOSX wB97M-V def2-TZVPD def2/J DEFGRID3
* xyz 1 1
C 1.72 1.42 0.32
C 2.14 -0.76 -0.42
C -1.91 0.60 -0.48
C -1.06 -0.65 -0.46
C -0.44 0.72 -0.40
C -1.18 -1.62 0.71
N 2.49 0.21 0.22
N 0.46 1.60 -0.09
O 1.81 -1.80 -0.88
H 2.10 2.18 0.84
H -2.29 0.97 -1.44
H -2.54 0.73 0.40
H -1.07 -1.16 -1.48
H -1.53 -0.89 1.48
H -0.24 -2.26 0.81
H -2.15 -2.27 0.60
H 3.53 0.44 0.30
H 0.17 2.55 -0.04
*
```

---

two) Formula: C6H9N2O
Source: OMol25
Level of theory: ωB97M-V/def2-TZVPD

Orbital gap (eV): 8.993
HOMO energy (eV): -13.847

Structure (ORCA input):
```
! RIJCOSX wB97M-V def2-TZVPD def2/J DEFGRID3
* xyz 1 1
C -0.93 1.21 0.97
C -0.58 -0.08 1.56
C -1.04 1.36 -0.35
C -0.01 -1.09 0.94
C 0.51 -2.36 1.37
C 0.39 -0.63 -0.75
N 1.73 0.05 -0.70
N -0.55 0.38 -1.33
O 1.12 -3.14 0.70
H -0.99 2.04 1.59
H -0.91 -0.10 2.70
H -1.60 2.27 -0.70
H 0.14 -2.62 2.50
H 0.37 -1.43 -1.41
H 2.41 -0.68 -0.63
H 1.78 0.55 0.21
H -1.24 0.00 -1.93
H 0.28 0.91 -1.74
*
```

---

What is the stability order? It is two), one), from most stable to least stable.